ORCA calculation (ωB97M-V with the def2-TZVPD basis set) on a structure of composition C29H55N2O18S4 in a non-equilibrium geometry.

Calculated values
largest force on an atom: 11.080 eV Å⁻¹
gap between HOMO and LUMO: 7.847 eV
LUMO level: -2.84 eV
charge: +1
energy above the lowest of the compared OMol25 structures with the same formula, charge and spin: 115.5 kJ/mol

Last column: Mulliken charge in e.
Element x y z (Å)
C (0.99, -0.22, -0.83)  -0.8534
C (1.72, -1.34, -0.12)  1.1260
C (2.75, -0.86, 0.91)  -0.2917
C (2.22, 0.04, 2.03)  -0.8395
C (1.75, -0.69, 3.29)  -1.0223
C (0.68, -1.75, 3.13)  -0.4952
C (-0.63, -1.27, 2.52)  0.4819
C (-1.56, -2.43, 2.08)  -1.4381
C (-2.13, -2.35, 0.67)  0.8454
C (-3.51, -1.66, 0.63)  -1.7506
C (-3.41, -0.14, 0.85)  -0.2458
C (-4.09, 0.68, -0.27)  -0.8754
C (-3.73, 2.11, -0.11)  0.3447
N (-4.24, 2.88, 0.91)  0.0039
C (-3.72, 4.11, 0.87)  -0.3489
N (-2.89, 4.17, -0.17)  0.0443
C (-2.12, 5.37, -0.50)  -0.8991
C (-0.76, 5.33, 0.19)  0.0492
O (-0.13, 6.34, 0.35)  -0.4217
C (-2.88, 2.94, -0.82)  0.2331
C (-2.02, 2.73, -2.02)  -1.0791
O (-2.22, 1.46, -2.54)  -0.1419
C (-1.56, 1.28, -3.79)  -1.0065
C (-1.12, -0.16, -3.95)  0.6512
C (0.39, -0.32, -4.09)  -1.4906
H (1.68, 0.42, -1.37)  0.7577
H (0.26, -0.62, -1.53)  -0.5730
H (0.43, 0.43, -0.15)  -0.1946
H (2.24, -1.90, -0.88)  0.8388
H (1.00, -2.02, 0.33)  -0.6727
H (3.24, -1.70, 1.37)  -0.6297
H (3.50, -0.31, 0.35)  0.5981
H (1.49, 0.75, 1.66)  0.2724
H (3.06, 0.66, 2.35)  0.5496
H (1.44, 0.06, 4.02)  0.4988
H (2.63, -1.18, 3.70)  0.2556
H (1.03, -2.60, 2.56)  -0.1093
H (0.44, -2.12, 4.13)  0.6215
H (-0.40, -0.64, 1.67)  -0.6700
H (-1.17, -0.63, 3.22)  0.7034
H (-2.36, -2.51, 2.81)  0.5597
H (-0.98, -3.34, 2.18)  0.4090
H (-1.47, -1.82, -0.02)  -0.5052
H (-2.25, -3.35, 0.27)  0.6103
H (-4.07, -2.09, 1.46)  0.4012
H (-4.04, -1.91, -0.28)  0.6367
H (-3.80, 0.16, 1.82)  0.3925
H (-2.36, 0.13, 0.84)  0.2404
H (-5.16, 0.57, -0.15)  0.3530
H (-3.78, 0.32, -1.23)  0.3386
H (-4.88, 2.55, 1.62)  0.3023
H (-3.94, 4.90, 1.56)  0.4864
H (-1.94, 5.43, -1.56)  0.2776
H (-2.66, 6.23, -0.13)  0.5795
H (-0.38, 4.36, 0.55)  0.4209
H (-0.97, 2.87, -1.73)  0.5515
H (-2.27, 3.50, -2.76)  0.5546
H (-2.22, 1.59, -4.61)  0.2804
H (-0.68, 1.92, -3.84)  0.4954
H (-1.54, -0.54, -4.87)  0.5247
H (-1.51, -0.80, -3.16)  -0.4413
H (0.71, -1.31, -3.78)  0.2211
H (0.70, -0.22, -5.12)  0.4362
H (0.94, 0.41, -3.51)  0.4362
C (-0.86, 10.57, -0.43)  -0.3561
C (-0.92, 9.71, 0.81)  0.0050
O (-2.01, 10.25, 1.57)  -0.3202
S (-3.15, 10.78, 0.57)  1.0917
O (-4.13, 9.76, 0.41)  -0.5364
O (-3.50, 12.10, 0.93)  -0.5114
O (-2.24, 10.79, -0.76)  -0.3179
H (-0.38, 11.53, -0.24)  0.3028
H (-0.37, 10.07, -1.26)  0.3084
H (-0.01, 9.76, 1.40)  0.3380
H (-1.15, 8.67, 0.58)  -0.0024
C (-1.78, -4.43, -4.98)  -0.3464
C (-2.80, -5.02, -4.03)  -0.3684
O (-2.07, -5.19, -2.80)  -0.3206
S (-0.99, -4.03, -2.65)  1.0050
O (-1.51, -3.00, -1.83)  -0.5181
O (0.27, -4.63, -2.39)  -0.6412
O (-1.02, -3.52, -4.16)  -0.2926
H (-1.11, -5.20, -5.37)  0.2982
H (-2.24, -3.89, -5.80)  0.3534
H (-3.19, -5.98, -4.35)  0.3508
H (-3.63, -4.33, -3.85)  0.2439
C (7.47, -3.82, 3.57)  -0.4334
C (6.82, -4.05, 2.22)  -0.3150
O (5.42, -3.79, 2.46)  -0.1296
S (5.26, -2.66, 3.57)  1.2653
O (5.06, -1.41, 2.92)  -0.5935
O (4.38, -3.13, 4.57)  -0.6152
O (6.76, -2.69, 4.11)  -0.3583
H (7.32, -4.67, 4.24)  0.3044
H (8.52, -3.59, 3.50)  0.3402
H (6.94, -5.06, 1.86)  0.3471
H (7.18, -3.34, 1.47)  0.2412
C (2.43, -4.48, -0.07)  0.4282
C (2.11, -5.96, -0.05)  -0.3883
O (3.14, -6.52, 0.78)  -0.3757
S (3.53, -5.48, 1.93)  1.1421
O (2.83, -5.79, 3.12)  -0.6250
O (4.94, -5.33, 1.92)  -0.5718
O (2.85, -4.19, 1.27)  -0.2491
H (3.25, -4.26, -0.75)  0.2522
H (1.56, -3.88, -0.32)  -0.4849
H (2.16, -6.42, -1.04)  0.2997
H (1.14, -6.16, 0.40)  0.3655

ORCA calculation (ωB97M-V with the def2-TZVPD basis set) on a structure of composition C59H49BiN4OSi in a non-equilibrium geometry.

Calculated values
largest force on an atom: 4.105 eV Å⁻¹
gap between HOMO and LUMO (spin up / spin down): 5.063 / 5.087 eV
LUMO level (spin up / spin down): -1.44 / -1.33 eV
energy above the lowest of the compared OMol25 structures with the same formula, charge and spin: 101.2 kJ/mol

Last column: Mulliken charge in e.
Element x y z (Å)
Bi (-0.08, 0.33, 0.48)  2.6599
C (-6.21, -1.67, 4.33)  -0.5363
C (-5.34, -1.20, 5.29)  -0.6885
C (-4.21, -0.50, 4.96)  -0.2014
C (-3.92, -0.23, 3.60)  0.1118
C (-4.87, -0.62, 2.61)  -0.4295
C (-5.97, -1.36, 3.01)  -0.7073
C (-2.64, 0.40, 3.09)  1.1508
C (-2.77, 1.46, 2.15)  0.3463
C (-3.94, 2.16, 1.83)  -1.4637
C (-3.69, 3.01, 0.81)  -1.1750
C (-2.32, 2.90, 0.43)  -0.3347
N (-1.74, 1.88, 1.31)  -0.2936
C (-1.62, 3.65, -0.61)  1.0315
C (-0.29, 3.33, -1.11)  0.3946
C (0.41, 4.04, -2.17)  -0.9909
C (1.61, 3.39, -2.39)  -1.1257
C (1.74, 2.37, -1.42)  0.2371
C (2.81, 1.42, -1.19)  -0.0853
C (3.66, 0.91, -2.29)  0.4796
C (3.39, 1.19, -3.68)  -0.5784
C (4.42, 0.95, -4.64)  -0.9820
C (5.34, 0.03, -4.33)  -0.2162
C (5.46, -0.51, -3.07)  -0.7471
C (4.65, -0.13, -2.04)  -0.3394
C (3.16, 0.90, 0.16)  0.1962
N (2.20, 0.47, 1.09)  0.3630
C (2.88, 0.39, 2.33)  -0.0394
C (2.30, 0.13, 3.67)  1.0711
C (3.20, 0.15, 4.84)  -0.3023
C (2.89, 1.04, 5.88)  -0.3991
C (3.77, 1.20, 6.89)  -0.6809
C (4.85, 0.33, 7.15)  -0.4342
C (5.09, -0.66, 6.21)  -0.7661
C (4.32, -0.71, 5.04)  0.2293
C (0.90, -0.04, 3.83)  0.0666
C (0.28, -0.65, 4.95)  -1.2125
C (-1.08, -0.66, 4.74)  -1.2295
C (-1.34, 0.04, 3.55)  0.1004
N (-0.09, 0.43, 2.95)  -0.2748
C (4.28, 0.59, 2.06)  -0.9615
C (4.44, 0.86, 0.72)  -1.2517
N (0.55, 2.32, -0.62)  0.2843
C (-2.36, 4.77, -1.22)  0.1760
C (-2.48, 4.78, -2.63)  -0.4658
C (-3.19, 5.75, -3.27)  -0.9250
C (-3.63, 6.87, -2.57)  -0.3270
C (-3.56, 6.88, -1.16)  -0.7539
C (-3.00, 5.78, -0.52)  -0.0508
H (-7.15, -2.15, 4.60)  0.3516
H (-5.62, -1.36, 6.36)  0.3165
H (-3.55, -0.22, 5.76)  0.6424
H (-4.66, -0.43, 1.55)  0.4750
H (-6.64, -1.66, 2.24)  0.4050
H (-4.90, 1.93, 2.27)  0.6602
H (-4.41, 3.61, 0.33)  0.7332
H (0.18, 4.98, -2.64)  0.5547
H (2.36, 3.71, -3.17)  0.5997
H (2.43, 1.62, -4.00)  0.6599
H (4.41, 1.42, -5.64)  0.3726
H (6.12, -0.33, -5.08)  0.2648
H (6.28, -1.21, -2.87)  0.3482
H (4.90, -0.59, -1.06)  0.3582
H (1.94, 1.57, 5.94)  0.4116
H (3.62, 2.03, 7.60)  0.3404
H (5.48, 0.44, 8.04)  0.3687
H (5.84, -1.46, 6.41)  0.3310
H (4.52, -1.50, 4.28)  0.3320
H (0.86, -1.01, 5.81)  0.5385
H (-1.76, -1.20, 5.37)  0.6639
H (5.03, 0.61, 2.86)  0.5552
H (5.41, 1.05, 0.28)  0.6972
H (-2.08, 3.95, -3.12)  0.4969
H (-3.37, 5.68, -4.34)  0.3951
H (-4.14, 7.70, -3.15)  0.2930
H (-3.89, 7.72, -0.54)  0.3773
H (-3.06, 5.76, 0.58)  0.4766
C (2.93, -3.73, -1.37)  -0.5880
Si (2.29, -3.80, 0.41)  0.1077
C (3.72, -3.48, 1.56)  -0.8117
C (1.73, -5.60, 0.71)  -1.1289
C (0.93, -2.59, 0.61)  -0.7507
C (-0.18, -2.02, 0.36)  0.1060
H (3.85, -4.35, -1.40)  0.3003
H (3.27, -2.70, -1.59)  -0.0310
H (2.18, -4.02, -2.18)  0.2150
H (4.54, -2.86, 1.16)  0.3207
H (4.14, -4.49, 1.91)  0.3925
H (3.29, -2.99, 2.47)  0.0131
H (2.34, -6.30, 0.06)  0.2891
H (0.63, -5.74, 0.51)  0.2977
H (1.94, -5.83, 1.77)  0.3306
C (-2.44, -3.16, -7.24)  -1.6727
C (-2.30, -2.70, -5.83)  1.0488
C (-2.56, -1.35, -5.58)  -1.0925
C (-2.42, -0.82, -4.26)  1.2109
C (-2.88, 0.61, -4.09)  -1.3400
C (-2.13, -1.67, -3.20)  -0.0223
C (-1.82, -1.25, -1.87)  -0.2688
O (-1.51, -0.09, -1.57)  -0.5492
C (-1.84, -3.05, -3.47)  0.9364
C (-1.43, -4.08, -2.45)  -1.4424
C (-1.96, -3.52, -4.78)  -0.9850
H (-1.82, -2.59, -7.88)  0.3873
H (-3.47, -2.97, -7.65)  0.3184
H (-2.14, -4.17, -7.32)  0.3868
H (-2.68, -0.67, -6.41)  0.3143
H (-3.11, 1.01, -5.09)  0.3841
H (-2.19, 1.22, -3.57)  0.0066
H (-3.83, 0.65, -3.62)  0.4530
H (-1.87, -2.01, -1.10)  0.8319
H (-0.96, -3.65, -1.53)  -0.0508
H (-0.67, -4.66, -2.93)  0.5034
H (-2.25, -4.78, -2.29)  0.3311
H (-1.70, -4.58, -4.92)  0.2999

Which value of largest force on an atom does entry 1 give?
11.080 eV Å⁻¹